Formula: C13H36N4O6
Source: OMol25
Level of theory: ωB97M-V/def2-TZVPD

```
59
Properties=species:S:1:pos:R:3:forces:R:3
O -11.532578 32.023592 -20.463799 0.221 1.724 0.574
O -9.114660 40.841611 -15.096287 1.414 -1.203 -0.544
O -4.533670 38.026951 -13.848061 0.176 -0.088 0.186
O -3.400173 26.391214 -7.278670 -0.609 2.042 0.023
O -7.502989 35.150544 -18.172422 0.795 4.023 0.963
O -3.819447 32.545034 -8.172853 -0.573 0.437 1.491
N -10.470596 42.052109 -13.865839 -0.192 2.779 4.286
N -4.243160 29.505584 -7.150574 2.045 2.421 -0.361
N -10.519901 33.337929 -17.128225 -0.053 0.639 -2.098
N -11.279133 41.202536 -15.609077 -2.499 -1.060 -2.902
C -8.083171 34.063211 -17.635582 -2.939 -1.416 -0.862
C -11.095508 33.189424 -19.711322 1.492 -2.864 2.544
C -6.121154 35.064130 -18.240259 1.061 -1.518 -0.921
C -12.248494 32.395176 -21.604201 -0.068 -0.805 -1.036
C -4.674384 27.077696 -6.959667 1.186 0.318 1.227
C -4.388617 28.451646 -6.254331 0.106 -2.783 -0.969
C -3.038068 31.741680 -7.179618 -1.383 -0.360 -1.290
C -9.592056 34.434377 -17.313269 1.423 -0.119 2.231
C -3.603648 25.183939 -7.924925 -0.556 -1.269 0.087
C -10.204677 41.305350 -14.878721 1.866 -0.774 -0.895
C -3.027438 33.617575 -8.694382 2.012 -1.292 0.524
C -3.848127 30.694870 -6.348755 -0.657 1.569 -2.219
C -10.630668 32.482297 -18.323713 -1.732 -0.235 0.496
H -5.976116 34.688791 -19.253267 0.974 -0.223 -0.109
H -5.312313 27.239084 -7.828628 0.064 -0.399 -0.184
H -4.342276 37.939544 -14.781858 0.065 -0.011 -0.222
H -11.886805 33.911850 -19.511186 -0.004 -0.012 -0.212
H -9.717707 42.211423 -13.211719 -0.530 0.403 0.004
H -10.159077 33.609404 -20.078480 -0.378 0.410 -0.785
H -4.059453 24.510344 -7.199237 -0.825 -0.313 -0.254
H -5.435588 35.897386 -18.086028 -1.059 0.936 -0.025
H -9.932923 35.276989 -17.914844 -0.126 -0.523 -0.673
H -5.148271 26.496919 -6.168324 -0.436 -0.474 -0.372
H -5.135926 28.731075 -5.511664 -0.129 -0.760 0.646
H -9.592506 34.873661 -16.315707 0.376 0.433 0.136
H -8.083178 33.372126 -18.478500 -0.211 -1.162 0.220
H -12.616783 31.478467 -22.064749 -0.279 -0.133 0.254
H -7.557496 33.606141 -16.797225 -0.010 0.159 0.299
H -11.276306 40.516910 -16.350693 -0.491 0.433 0.063
H -2.574218 34.240420 -7.923166 -0.441 0.202 0.460
H -2.737908 24.591430 -8.220816 0.885 0.918 0.268
H -3.393875 28.242160 -5.861005 -0.132 0.289 0.799
H -11.429491 31.786052 -18.068310 -0.357 0.010 -0.272
H -5.019930 29.747330 -7.749138 -0.228 -0.202 0.249
H -11.619155 32.798722 -22.397411 0.266 0.576 0.118
H -5.437140 38.341578 -13.816676 -0.263 0.114 0.028
H -3.354470 34.287664 -9.489449 -1.215 -0.603 0.182
H -9.791798 31.791452 -18.408211 0.512 0.406 -0.806
H -4.153631 25.273653 -8.861712 -0.563 0.090 0.103
H -11.375653 42.500388 -13.859953 0.713 0.254 0.980
H -4.764108 31.152488 -5.975044 -0.110 0.413 0.257
H -13.096724 33.052925 -21.414517 0.012 0.156 0.191
H -10.331222 32.818596 -16.282774 0.083 -0.098 -0.208
H -5.744470 34.338667 -17.519199 0.001 -0.362 -0.018
H -2.416859 31.170302 -7.869350 0.813 -0.050 0.623
H -2.156395 33.098687 -9.094587 0.443 0.190 -0.521
H -12.074127 41.725372 -15.270359 -0.259 -0.848 -0.984
H -3.231546 30.537732 -5.463757 0.062 -0.898 -0.264
H -2.522058 32.340915 -6.429449 0.239 0.515 -0.508
```
Forces are in eV/Å.

Summary:
Relative energy (zero: lowest compared OMol25 entry of this formula, charge and spin) (eV): 3.285
SMILES: COCCNCCOC.COCCNCCOC.NC(N)=O.O
HOMO level (eV): -8.5443
Gap between HOMO and LUMO (eV): 9.13

=====

Formula: C13H36O7
Source: OMol25
Level of theory: ωB97M-V/def2-TZVPD

```
56
Properties=species:S:1:pos:R:3:forces:R:3
O -1.427661 0.811571 2.644429 0.246 -1.437 0.869
O -3.318661 3.905571 3.254429 -3.505 -0.164 -2.232
O 0.058339 -0.122429 -1.722571 -4.048 -1.848 11.190
O 1.612339 -0.440429 -4.002571 1.059 2.373 0.080
O -3.024661 -2.752429 1.019429 1.173 -3.101 -5.290
O -3.463661 0.674571 -1.440571 -3.560 -0.239 -2.902
O 0.788339 0.243571 0.962429 -1.874 -0.497 0.319
C 3.797339 0.598571 -3.577571 0.681 -1.542 2.866
C -0.776661 -3.250429 0.564429 -0.192 -2.710 -3.210
C 2.152339 0.124571 1.203429 1.181 1.345 -2.330
C 2.491339 0.770571 -4.228571 -2.626 1.121 4.799
C 2.496339 -0.673429 2.439429 3.095 3.067 2.262
C 2.756339 1.557571 1.237429 -9.300 2.604 0.927
C -1.136661 0.427571 -2.053571 -2.615 -0.723 -0.663
C -1.827661 -2.997429 1.568429 4.338 1.365 3.701
C 1.841339 2.073571 -3.597571 -0.562 1.723 -1.754
C -2.266661 3.037571 3.005429 0.476 -1.433 -1.521
C -1.814661 -4.195429 2.588429 2.517 1.607 -1.185
C -2.287661 0.098571 -1.071571 1.932 -4.037 -1.931
C -2.612661 1.519571 2.514429 4.517 4.334 -1.327
H -1.469661 -1.976429 2.012429 -0.439 -1.721 0.127
H 2.388339 2.309571 2.070429 0.983 -2.081 -1.220
H 2.561339 -0.419429 0.256429 -0.095 0.822 1.552
H 3.606339 -0.958429 2.593429 -1.767 -0.309 -1.252
H 2.509339 -0.021429 3.413429 -1.105 -0.896 -1.682
H -2.916661 1.546571 1.501429 -1.400 -0.219 -0.727
H 2.657339 2.139571 0.325429 -0.856 -0.211 -0.473
H 4.529339 1.400571 -3.592571 -0.578 0.672 0.249
H -1.695661 2.891571 3.919429 0.110 0.233 -0.051
H -0.921661 -4.294429 3.268429 -1.156 0.876 -0.302
H 3.635339 1.324571 1.177429 10.483 -1.526 0.689
H -3.645661 -2.346429 1.493429 -3.280 2.515 3.445
H -1.404661 0.032571 -3.071571 -0.250 0.543 0.663
H 3.655339 0.150571 -2.511571 0.428 1.007 -1.701
H -2.014661 0.222571 -0.061571 0.082 1.294 1.374
H -0.960661 -2.588429 -0.212571 -0.248 1.488 -1.783
H -3.143661 1.394571 3.329429 -3.846 -2.423 3.105
H -1.682661 -5.044429 1.964429 -0.826 -1.123 -0.423
H 0.459339 -0.116429 -2.438571 6.951 -0.577 -10.195
H 2.682339 0.737571 -5.213571 -0.067 0.955 -3.788
H -1.703661 3.460571 2.200429 1.208 0.374 -0.328
H -2.331661 -1.061429 -1.033571 -0.188 1.464 -0.459
H -2.742661 -4.011429 2.983429 -2.117 -0.878 2.006
H 2.719339 2.962571 -3.716571 -2.841 -2.198 -0.102
H 4.304339 -0.109429 -4.157571 1.022 -1.733 -0.590
H 1.776339 -1.404429 2.443429 -1.190 -2.323 0.764
H 0.258339 -3.161429 0.699429 1.389 0.689 1.678
H 1.677339 2.063571 -2.470571 0.173 -0.606 -1.488
H -0.714661 -4.259429 -0.018571 -1.076 1.054 1.247
H -0.703661 1.002571 2.042429 0.007 0.216 -0.528
H 0.539339 -0.028429 0.055429 0.397 0.140 0.355
H -3.966661 0.225571 -2.290571 2.452 1.429 3.391
H -3.986661 3.829571 2.439429 2.188 0.373 2.718
H 0.735339 2.328571 -4.158571 3.335 -0.355 1.616
H -0.893661 1.435571 -2.106571 -0.795 2.534 -0.340
H 2.167339 -1.068429 -4.442571 -0.020 -1.307 -0.211
```
Forces are in eV/Å.

Summary:
Relative energy (zero: lowest compared OMol25 entry of this formula, charge and spin) (eV): 7.708
SMILES: CC(C)O.CC(C)O.CC(C)O.OCCO.OCCO
HOMO level (eV): -8.8508
Gap between HOMO and LUMO (eV): 9.30

=====

Formula: C13H37Ag2N2O5
Source: OMol25
Level of theory: ωB97M-V/def2-TZVPD

```
59
Properties=species:S:1:pos:R:3:forces:R:3
Ag 1.037741 0.615659 3.494941 0.742 -0.112 0.012
Ag -1.403232 -1.867176 2.927845 0.205 -0.151 -0.001
O -5.311724 0.405422 0.087182 0.896 0.253 -0.716
O 4.060480 3.451815 -1.471920 -0.132 0.174 0.371
O -1.801614 -2.593607 -2.212895 -0.286 -0.666 -0.166
O 0.067335 -0.574899 1.653252 -0.716 0.411 -0.134
O 2.663403 1.896532 2.476463 0.463 0.289 -0.673
N 2.854341 -0.906650 3.117700 0.539 0.596 0.039
N -3.671325 -1.826629 -0.356439 0.644 -0.015 -0.641
C 3.060793 1.394343 -1.857529 -1.014 -0.840 0.175
C -4.563546 1.468162 -0.406900 -0.951 0.897 0.723
C -4.084016 -2.717076 -1.493945 0.053 -0.308 0.007
C -2.867184 -3.523585 -1.979914 -0.034 0.567 -0.378
C -5.106920 2.792155 0.083472 -0.352 0.111 -0.277
C 5.276213 -0.768033 2.740165 -0.230 -0.109 1.181
C -0.609386 -3.276451 -2.617461 0.299 0.675 -0.049
C 2.775349 2.869149 -1.656164 0.702 0.130 -0.176
C 3.885504 1.187132 2.209895 -0.473 -0.179 0.018
C 0.196873 -0.457266 0.286919 -0.251 -0.945 -0.532
C 4.026646 0.045258 3.174181 1.384 -0.673 -0.543
C 2.713490 3.216503 1.899918 0.112 0.970 0.827
C -4.752659 -1.869925 -2.584976 0.395 -0.287 0.590
H 1.271167 -0.397939 0.029883 0.098 0.108 0.085
H -5.196582 -2.541189 -3.315333 -0.146 0.209 -0.131
H 3.117897 -1.658722 3.754607 -0.394 0.067 0.154
H -2.513897 -4.298082 -1.287960 -0.262 0.115 0.320
H -0.176763 -3.797905 -1.756528 0.056 -0.098 -0.157
H 2.139175 3.054332 -0.782692 -0.083 -0.171 0.055
H -4.059674 -1.190987 -3.084119 0.156 -0.162 -0.043
H 3.374894 0.879718 -0.943697 0.335 0.387 0.139
H -0.743746 -3.966942 -3.451195 -0.362 -0.084 0.133
H 2.151823 0.839042 -2.134378 -0.001 0.272 -0.277
H -2.823789 -1.405186 -0.762770 -0.173 0.173 0.200
H -3.523021 1.346277 -0.033902 0.188 -0.362 0.146
H -0.249226 -1.308854 -0.234913 0.224 -0.088 -0.016
H 3.228673 3.891932 2.591564 -0.032 -0.165 0.100
H 6.238362 -0.282189 2.902588 -0.193 0.466 -0.348
H -4.942812 -0.444589 -0.335151 0.172 -0.637 0.454
H -6.058724 2.992345 -0.414980 -0.016 -0.054 -0.011
H 4.758935 1.837790 2.281144 -0.131 0.147 0.240
H -4.399152 1.363971 -1.493158 -0.123 -0.197 -0.144
H 1.700638 3.602836 1.801063 -0.016 -0.211 -0.222
H -5.305992 2.789085 1.154300 0.098 -0.149 0.029
H 3.879733 0.816126 1.177806 -0.158 0.023 -0.015
H -4.458109 3.635249 -0.145686 0.210 -0.190 -0.080
H 4.174795 0.422584 4.185788 -0.314 -0.093 0.092
H -3.266178 -2.484725 0.319615 -0.476 0.350 0.211
H 4.025344 4.416173 -1.486334 -0.096 -0.101 -0.124
H 3.281982 3.281360 0.973617 -0.222 -0.484 -0.209
H 5.163674 -1.102501 1.710126 0.191 -0.055 -0.043
H -0.227848 0.460752 -0.145119 0.171 0.392 0.560
H 2.979077 -1.342127 2.201314 -0.443 -0.018 0.029
H -5.530950 -1.262378 -2.118822 -0.309 -0.134 -0.215
H 3.809880 1.184446 -2.615328 0.035 0.284 -0.079
H 2.257391 3.321230 -2.505548 0.100 -0.191 -0.170
H -3.148335 -4.052947 -2.895291 0.108 0.092 -0.116
H 5.357613 -1.622791 3.420301 -0.128 -0.210 -0.321
H -4.801033 -3.434023 -1.089573 -0.117 0.096 -0.091
H 0.068217 -2.502023 -2.985024 0.057 -0.114 0.212
```
Forces are in eV/Å.

Summary:
Expectation value of S²: 2.01
Spin multiplicity: 3
Total charge: +3
Relative energy (zero: lowest compared OMol25 entry of this formula, charge and spin) (eV): 0.000
HOMO level (spin up / spin down) (eV): -16.7955 / -16.7951
Gap between HOMO and LUMO (spin up / spin down) (eV): 5.27 / 3.54

=====

Formula: C13H37NO6P
Source: OMol25
Level of theory: ωB97M-V/def2-TZVPD

```
58
Properties=species:S:1:pos:R:3:forces:R:3
P 4.918936 -1.101968 -3.308343 0.478 0.020 0.955
O -1.781497 1.186989 -0.382075 0.244 0.353 0.186
O 7.308785 -0.722863 -2.599922 1.028 -0.697 -0.379
O 3.587523 -0.069055 -3.637604 1.643 0.251 0.069
O 2.140959 -0.744974 -0.128907 -0.304 -0.089 0.203
O 1.006105 -2.110724 -4.251155 0.154 -0.111 -0.623
O -3.641324 2.212866 4.697596 0.273 -0.296 -0.043
N 6.049061 -0.032636 -2.596164 -2.153 0.079 -0.696
C -1.862953 0.666743 0.943912 -0.379 -0.391 -0.172
C 2.118275 0.666058 0.100928 0.408 0.108 -0.365
C -1.557965 -0.823491 0.929924 0.250 -0.035 -0.027
C -0.348997 -1.704589 -4.121864 0.039 -0.106 0.710
C -5.256492 0.843138 5.858131 -0.022 -0.153 -0.114
C 1.701807 1.386625 -1.169191 -0.046 0.072 -0.152
C 3.482822 1.133040 0.585172 0.079 -0.074 0.127
C -3.233954 0.953558 1.536902 -0.014 0.127 0.005
C 5.477165 -1.619282 -5.033849 -0.336 0.725 -0.277
C -3.498043 2.134564 7.107844 0.188 0.000 0.035
C -0.424737 -0.787713 -2.916145 -0.354 0.056 -0.103
C -1.260118 -2.916871 -3.993708 -0.015 -0.078 -0.141
C -3.830501 1.372429 5.834136 -0.360 0.339 0.163
H -4.243549 2.956080 4.776832 -0.102 0.135 0.009
H -2.474460 2.508843 7.073101 0.007 -0.056 -0.010
H -3.306647 0.589628 2.561770 -0.022 0.041 0.005
H 1.372829 0.839688 0.881798 -0.054 -0.171 0.034
H -0.099554 -1.309960 -2.011954 -0.042 -0.017 -0.001
H 4.566669 -1.764954 -5.626252 -0.096 -0.063 0.111
H -5.416541 0.172584 6.704310 -0.016 0.021 0.000
H -0.609580 -1.150885 -5.025518 0.189 -0.031 -0.083
H 0.245240 0.053870 -3.055223 -0.017 0.026 -0.106
H -5.971518 1.667643 5.929610 0.039 0.032 0.092
H -4.018433 0.476605 0.940261 0.060 -0.108 -0.006
H 5.993614 -2.574666 -5.014014 0.211 -0.026 0.180
H -1.583683 -1.242165 1.937986 -0.018 -0.011 -0.010
H 7.327982 -1.368459 -1.878359 -0.323 0.145 0.115
H -2.445117 0.742387 -0.913683 -0.103 -0.123 -0.080
H -3.135345 0.539969 5.716577 0.052 0.051 -0.123
H 0.725740 1.036990 -1.498909 -0.019 0.170 0.249
H -2.286598 -1.359000 0.312983 -0.093 0.037 0.058
H -2.306276 -2.617788 -3.898199 0.011 -0.002 0.018
H -0.987983 -3.510373 -3.116548 -0.019 0.086 0.066
H 3.482558 2.205475 0.792352 -0.008 0.007 -0.016
H 1.649737 2.467406 -1.018318 0.007 0.000 0.042
H -3.607832 1.500698 7.989579 -0.016 0.021 0.000
H 2.895072 -0.697037 -3.805975 -0.860 -0.420 -0.172
H -1.436166 -0.407994 -2.754359 -0.013 0.006 0.013
H 2.796587 -0.919121 -0.817087 0.134 0.011 -0.076
H 3.769085 0.601400 1.495053 -0.059 0.020 0.036
H 1.249741 -2.591692 -3.453409 0.121 -0.017 0.090
H 4.248926 0.924819 -0.166458 -0.025 0.048 -0.114
H -5.479057 0.301955 4.937684 0.045 -0.025 0.018
H -3.435535 2.025167 1.536677 0.048 0.002 0.069
H 6.067637 -0.857637 -5.556392 0.147 -0.045 0.178
H -0.571195 -1.008896 0.500590 0.022 0.042 0.065
H -1.160913 -3.565489 -4.865698 -0.013 0.045 -0.024
H -4.155877 3.001054 7.220201 -0.088 -0.061 0.003
H -1.099853 1.187184 1.524308 0.041 0.084 -0.118
H 2.414170 1.181235 -1.974918 0.069 0.047 0.127
```
Forces are in eV/Å.

Summary:
Total charge: -1
HOMO level (eV): -1.9623
Gap between HOMO and LUMO (eV): 4.01